1.
Below is C33H46Br42N4 as an isolated structure at a distorted geometry, with properties calculated with the ωB97M-V functional and the def2-TZVPD basis.

```
! RIJCOSX wB97M-V def2-TZVPD def2/J DEFGRID3
* xyz 0 1
C 5.624 -2.080 -1.011
C 5.373 -1.687 0.011
C 5.055 -1.142 1.404
C 3.796 -1.882 1.798
N 2.990 -2.494 2.222
C 6.255 -1.543 2.311
C 6.478 -3.096 2.428
N 7.357 -3.657 1.366
C 4.859 0.448 1.284
N 5.147 0.862 -0.075
C 5.934 1.136 2.139
N 6.736 1.599 2.698
C 3.509 0.976 1.863
C 2.258 0.899 0.956
C 0.949 1.037 1.807
C -0.141 1.759 0.935
C -1.308 2.241 1.865
C -2.131 1.010 2.400
C -3.616 1.040 1.909
C -4.600 0.639 3.041
C -4.301 -0.756 3.672
C -5.595 -1.590 3.907
C -6.079 -2.328 2.628
H 5.894 -2.570 -1.927
H 7.209 -1.143 1.923
H 6.109 -1.197 3.352
H 7.051 -3.224 3.371
H 5.545 -3.665 2.565
H 7.661 -2.888 0.776
H 6.722 -4.178 0.764
H 4.380 0.689 -0.710
H 5.483 1.815 -0.113
H 3.276 0.554 2.861
H 3.686 2.057 2.052
H 2.260 1.734 0.236
H 2.220 -0.041 0.365
H 1.106 1.660 2.705
H 0.500 0.061 2.055
H -0.565 1.048 0.196
H 0.300 2.601 0.364
H -0.860 2.735 2.752
H -1.965 2.966 1.351
H -1.700 0.061 2.029
H -2.053 1.004 3.506
H -3.715 0.409 1.011
H -3.884 2.069 1.599
H -4.572 1.377 3.869
H -5.623 0.640 2.613
H -3.805 -0.625 4.647
H -3.631 -1.304 2.978
H -5.418 -2.329 4.708
H -6.367 -0.892 4.294
H -6.598 -3.274 2.845
H -6.691 -1.668 1.990
H -5.167 -2.600 2.063
C -6.329 -5.751 -5.106
Br -4.819 -4.585 -4.817
Br -6.463 -7.112 -3.743
Br -7.976 -4.763 -5.290
H -6.159 -6.263 -6.045
C -3.947 1.347 7.595
Br -5.243 1.895 6.270
Br -3.610 -0.553 7.534
Br -2.315 2.368 7.459
H -4.376 1.560 8.565
C 8.466 5.283 1.906
Br 7.969 4.233 0.368
Br 10.382 5.389 2.110
Br 7.653 7.034 1.873
H 8.081 4.770 2.778
C -10.489 -7.696 -5.933
Br -10.683 -9.034 -4.555
Br -8.970 -8.056 -7.066
Br -12.111 -7.477 -6.955
H -10.296 -6.754 -5.436
C 11.851 8.155 -0.362
Br 11.352 7.106 -1.901
Br 13.769 8.271 -0.165
Br 11.027 9.900 -0.384
H 11.473 7.637 0.511
C -13.211 -9.883 -1.699
Br -13.163 -11.421 -0.534
Br -15.014 -9.426 -2.210
Br -12.280 -8.376 -0.933
H -12.684 -10.155 -2.605
C -0.827 -5.685 -3.516
Br -2.317 -5.559 -2.303
Br -0.709 -7.454 -4.277
Br -0.888 -4.309 -4.873
H 0.075 -5.521 -2.940
C -6.181 2.655 -0.582
Br -7.478 3.197 -1.901
Br -5.834 0.757 -0.670
Br -4.557 3.696 -0.709
H -6.611 2.856 0.391
C 2.752 -6.606 0.622
Br 1.404 -7.065 -0.685
Br 3.647 -4.959 0.165
Br 2.063 -6.583 2.424
H 3.495 -7.391 0.577
C 1.267 6.150 0.499
Br 1.443 4.964 2.009
Br 2.185 5.471 -1.057
Br -0.583 6.553 0.120
H 1.746 7.083 0.769
C -0.227 10.255 1.204
Br -1.062 11.979 0.968
Br 1.486 10.163 0.318
Br -0.092 9.770 3.067
H -0.868 9.523 0.731
C -9.282 1.279 -4.991
Br -7.617 2.107 -5.520
Br -9.062 0.131 -3.451
Br -10.676 2.587 -4.714
H -9.596 0.648 -5.812
C 17.815 7.534 -1.340
Br 19.132 8.821 -0.761
Br 17.610 7.535 -3.262
Br 18.195 5.765 -0.661
H 16.864 7.841 -0.918
C -1.602 -3.692 -8.647
Br -0.693 -2.384 -7.557
Br -3.514 -3.618 -8.393
Br -1.117 -3.533 -10.508
H -1.272 -4.668 -8.313
*
```

Summary:
Gap between HOMO and LUMO in Ha: 0.335
HOMO energy in eV: -9.4951
LUMO level in eV: -0.376

Atomic partial charges in e from the Löwdin method, atoms 1 to 4:
1. C 0.1072
2. C -0.1359
3. C -0.2831
4. C -0.2293



2.
Below is the molecule C3H5FO at a distorted geometry, with properties calculated with the ωB97M-V functional and the def2-TZVPD basis.

```
! RIJCOSX wB97M-V def2-TZVPD def2/J DEFGRID3
* xyz 0 1
C -0.336 0.090 -0.343
C -0.647 2.257 -1.298
C 0.581 -0.760 0.434
O 0.103 1.310 -0.668
F 0.049 3.375 -1.549
H -1.375 -0.174 -0.672
H -1.655 2.013 -1.720
H 1.274 -1.462 -0.130
H 0.181 -1.391 1.117
H 1.406 -0.169 0.846
*
```

Summary:
Gap between HOMO and LUMO (alpha / beta) in Ha: 0.311 / 0.303
HOMO energy (alpha / beta) in eV: -7.4479 / -7.1644
LUMO level (alpha / beta) in eV: 1.026 / 1.077

Atomic partial charges in e from the Löwdin method, atoms 1 to 4:
1. C -0.1956
2. C -0.1849
3. C -0.0937
4. O -0.0263



3.
Below is a 2-piece molecular cluster, C9H17N3O7 overall at a distorted geometry, with properties calculated with the ωB97M-V functional and the def2-TZVPD basis.

```
! RIJCOSX wB97M-V def2-TZVPD def2/J DEFGRID3
* xyz 0 1
N 1.711 -3.928 -0.072
C 1.910 -2.626 0.264
O 2.154 -1.754 -0.557
C 2.025 -2.350 1.719
C 2.885 -1.132 1.883
C 2.874 -0.681 3.334
N 1.441 -0.424 3.809
C 3.646 0.591 3.474
O 3.091 1.662 3.487
O 4.972 0.388 3.505
H 1.819 -4.617 0.509
H 1.727 -4.129 -1.068
H 2.472 -3.179 2.173
H 1.001 -2.251 2.204
H 3.885 -1.409 1.546
H 2.558 -0.286 1.197
H 3.308 -1.465 3.984
H 1.455 -0.663 4.735
H 1.358 0.421 3.790
H 5.478 1.231 3.739
N -3.263 0.614 -4.663
C -2.968 1.472 -3.519
C -4.237 1.687 -2.698
C -4.196 2.995 -1.947
O -3.493 3.920 -2.273
O -5.047 3.058 -0.910
C -1.847 0.952 -2.651
O -1.154 -0.010 -2.988
O -1.686 1.473 -1.446
H -2.557 0.764 -5.315
H -3.184 -0.308 -4.372
H -2.674 2.466 -3.895
H -5.076 1.681 -3.378
H -4.408 0.864 -1.986
H -5.016 3.960 -0.606
H -0.960 1.013 -1.006
*
```

Summary:
Gap between HOMO and LUMO in Ha: 0.379
SMILES string: NC(=O)CC[C@H](N)C(=O)O.N[C@@H](CC(=O)O)C(=O)O
HOMO energy in eV: -9.7530
LUMO level in eV: 0.558

Atomic partial charges in e from the Löwdin method, atoms 1 to 4:
1. N 0.1904
2. C -0.5341
3. O 0.0473
4. C -0.1373



4.
Below is C40H58N3O3Si3W as an isolated structure at a distorted geometry, with properties calculated with the ωB97M-V functional and the def2-TZVPD basis.

```
! RIJCOSX wB97M-V def2-TZVPD def2/J DEFGRID3
* xyz -1 3
W -0.417 -0.010 0.269
C 3.998 -1.617 3.079
Si 2.145 -1.574 2.561
C 1.335 -1.690 4.271
C 1.971 -3.216 1.627
C 1.550 -0.092 1.570
C 2.301 0.067 0.310
C 3.648 -0.115 0.035
C 4.130 0.147 -1.241
C 3.225 0.592 -2.200
C 1.899 0.740 -1.878
N 1.418 0.473 -0.646
Si 1.765 1.543 2.474
C 0.650 1.723 3.998
C 3.513 1.760 3.218
C 1.688 3.012 1.266
H 4.106 -2.375 3.859
H 4.358 -0.670 3.486
H 4.662 -1.904 2.259
H 1.368 -2.724 4.621
H 0.292 -1.377 4.262
H 1.870 -1.071 4.997
H 1.237 -3.864 2.107
H 2.922 -3.753 1.573
H 1.627 -3.023 0.615
H 4.315 -0.436 0.822
H 5.181 0.025 -1.469
H 3.558 0.823 -3.203
H 1.180 1.092 -2.605
H 1.026 1.083 4.800
H -0.380 1.441 3.785
H 0.661 2.754 4.363
H 3.649 1.142 4.109
H 3.680 2.801 3.507
H 4.290 1.487 2.498
H 0.945 2.822 0.495
H 2.656 3.140 0.773
H 1.440 3.951 1.765
C -7.350 -0.290 -0.987
O -7.144 0.947 -0.349
C -5.863 1.218 0.069
C -5.684 2.375 0.820
C -4.428 2.704 1.286
C -3.289 1.899 1.034
C -2.024 2.202 1.568
C -1.785 3.441 2.377
O -0.972 1.393 1.410
C -3.492 0.720 0.237
O -2.504 -0.075 -0.083
C -4.774 0.405 -0.219
H -8.424 -0.379 -1.142
H -7.004 -1.127 -0.373
H -6.843 -0.336 -1.958
H -6.544 2.995 1.042
H -4.317 3.597 1.888
H -2.200 4.321 1.875
H -0.715 3.585 2.506
H -2.245 3.378 3.370
H -4.874 -0.488 -0.822
C -1.453 3.664 -1.248
C -1.642 2.391 -2.025
C -2.424 2.390 -3.167
C -2.624 1.193 -3.851
C -2.014 0.047 -3.399
C -1.196 0.112 -2.256
N -1.027 1.290 -1.582
N -0.529 -0.929 -1.710
Si 0.011 -2.260 -2.650
C 0.309 -1.768 -4.470
C 1.690 -2.876 -2.018
C -1.172 -3.743 -2.640
H -1.272 4.497 -1.929
H -0.619 3.577 -0.556
H -2.352 3.882 -0.669
H -2.898 3.306 -3.495
H -3.264 1.163 -4.724
H -2.183 -0.909 -3.874
H 0.515 -0.698 -4.549
H -0.544 -1.985 -5.116
H 1.172 -2.304 -4.872
H 2.178 -2.133 -1.387
H 2.358 -3.086 -2.857
H 1.592 -3.799 -1.445
H -2.156 -3.489 -3.042
H -1.318 -4.111 -1.621
H -0.760 -4.561 -3.238
C -3.246 -2.757 1.221
C -2.007 -2.282 2.031
C -2.461 -1.146 2.957
C -0.876 -1.833 1.104
C -1.550 -3.503 2.835
C -1.569 -3.554 4.226
C -1.192 -4.700 4.915
C -0.798 -5.837 4.231
C -0.782 -5.809 2.842
C -1.149 -4.661 2.162
H -3.830 -1.899 0.904
H -3.875 -3.408 1.835
H -2.942 -3.308 0.328
H -2.807 -0.306 2.366
H -1.637 -0.796 3.580
H -3.289 -1.465 3.598
H -0.523 -2.716 0.560
H -1.885 -2.697 4.804
H -1.208 -4.696 5.999
H -0.519 -6.733 4.772
H -0.483 -6.692 2.288
H -1.124 -4.662 1.079
*
```

Summary:
⟨S²⟩: 2.2012
Gap between HOMO and LUMO (alpha / beta) in Ha: 0.175 / 0.218
HOMO energy (alpha / beta) in eV: -2.1557 / -3.3288
LUMO level (alpha / beta) in eV: 2.593 / 2.593

Atomic partial charges in e from the Löwdin method, atoms 1 to 4:
1. W 1.6485
2. C -0.1936
3. Si 0.5113
4. C -0.1685



5.
Below is a 2-piece molecular cluster, C3H12NS overall at a distorted geometry, with properties calculated with the ωB97M-V functional and the def2-TZVPD basis.

```
! RIJCOSX wB97M-V def2-TZVPD def2/J DEFGRID3
* xyz 0 2
C -2.193 1.123 -2.217
N -0.857 0.302 -2.291
H -3.107 0.517 -2.271
H -2.162 1.634 -1.212
H -2.224 1.975 -3.009
H -0.852 -0.435 -1.565
H 0.098 0.772 -2.098
H -0.701 -0.177 -3.140
C 1.585 -1.219 2.651
C 1.026 0.008 2.178
S 1.535 0.064 0.350
H 0.872 -2.154 2.680
H 2.199 -1.324 3.634
H 2.492 -1.415 2.036
H 0.005 0.281 2.034
H 1.532 1.005 2.404
H 0.751 -0.958 -0.163
*
```

Summary:
⟨S²⟩: 0.7507
Gap between HOMO and LUMO (alpha / beta) in Ha: 0.163 / 0.346
HOMO energy (alpha / beta) in eV: -3.6497 / -8.8617
LUMO level (alpha / beta) in eV: 0.773 / 0.562

Atomic partial charges in e from the Löwdin method, atoms 1 to 4:
1. C -0.1159
2. N 0.0080
3. H 0.0537
4. H 0.0724



6.
Below is a 3-piece molecular cluster, C19H29NO10P2S overall at a distorted geometry, with properties calculated with the ωB97M-V functional and the def2-TZVPD basis.

```
! RIJCOSX wB97M-V def2-TZVPD def2/J DEFGRID3
* xyz 0 1
C -1.965 1.748 5.268
C -2.109 0.242 4.738
C -0.789 -0.677 5.033
C -0.654 -1.672 3.791
C -1.871 -2.443 3.195
C -1.755 -3.393 1.941
P -3.359 -4.197 1.367
S -3.160 -5.667 0.117
C -0.366 -3.578 1.258
O -0.200 -4.384 0.103
C 0.833 -2.817 1.856
C 0.708 -1.880 3.101
C 2.163 -1.289 3.369
O 2.740 -0.901 4.398
N 2.753 -1.373 1.986
P 1.978 0.008 1.163
O 2.639 0.340 -0.202
C 2.369 -2.721 1.445
O 3.135 -3.518 0.879
H -2.242 1.794 6.372
H -2.719 2.391 4.673
H -0.918 2.122 5.020
H -2.174 0.287 3.584
H -3.031 -0.317 5.106
H -0.948 -1.329 5.963
H 0.166 -0.064 5.126
H -2.878 -2.251 3.721
H -4.072 -4.579 2.574
H -4.188 -3.172 0.763
H -0.037 -3.726 -0.624
H 2.006 1.184 2.008
H 0.580 -0.246 0.884
C 4.491 2.061 -1.920
C 4.846 3.443 -1.404
O 5.493 4.227 -2.417
C 4.687 4.731 -3.362
O 3.489 4.591 -3.428
O 5.447 5.402 -4.246
C 4.720 5.904 -5.366
H 5.375 1.567 -2.333
H 4.078 1.443 -1.119
H 3.754 2.115 -2.724
H 5.557 3.348 -0.580
H 3.968 3.966 -1.014
H 3.869 6.508 -5.049
H 4.391 5.075 -5.997
H 5.395 6.535 -5.946
C -2.122 0.649 -3.843
C -1.694 -0.636 -3.161
O -2.626 -1.017 -2.139
C -3.770 -1.567 -2.575
O -4.070 -1.771 -3.725
O -4.542 -1.830 -1.504
C -5.839 -2.325 -1.836
H -2.283 1.440 -3.105
H -1.365 0.978 -4.558
H -3.064 0.519 -4.379
H -0.732 -0.479 -2.665
H -1.556 -1.449 -3.880
H -5.777 -3.194 -2.492
H -6.431 -1.533 -2.300
H -6.329 -2.626 -0.909
*
```

Summary:
Gap between HOMO and LUMO in Ha: 0.258
SMILES string: CCCc1cc([PH2]=S)c(O)c2c1C(=O)N([PH2]=O)C2=O.CCOC(=O)OC.CCOC(=O)OC
HOMO energy in eV: -9.0388
LUMO level in eV: -2.012

Atomic partial charges in e from the Löwdin method, atoms 1 to 4:
1. C -0.1233
2. C -0.2555
3. C -0.1470
4. C -0.1102



Number 1: total energy -2982702.7217 eV. Number 2: total energy -7952.7553 eV. Number 3: total energy -28411.8672 eV. Number 4: total energy -78496.8533 eV. Number 5: total energy -15626.0677 eV. Number 6: total energy -71545.7828 eV.